Below is a 10-piece molecular cluster, C37H74O17S7 overall at a distorted geometry, with properties calculated with ωB97M-V/def2-TZVPD.

```
135
C37H74O17S7, DFT ωB97M-V/def2-TZVPD
C 7.968 -25.523 -4.728
C 7.929 -25.820 -6.307
C 9.432 -26.177 -6.786
S 10.003 -27.054 -5.324
O 11.468 -27.091 -5.300
O 9.189 -28.262 -5.145
C 9.337 -25.810 -4.192
H 7.286 -26.220 -4.280
H 7.730 -24.463 -4.438
H 7.390 -24.982 -6.840
H 7.286 -26.707 -6.490
H 10.056 -25.285 -6.846
H 9.602 -26.921 -7.572
H 9.912 -24.974 -4.322
H 9.471 -26.161 -3.209
C 5.023 -24.235 -5.561
C 4.509 -24.883 -4.277
C 2.985 -24.840 -4.274
S 2.482 -23.326 -5.115
O 2.121 -22.329 -4.114
O 1.535 -23.683 -6.113
C 4.123 -22.955 -5.805
H 5.020 -24.885 -6.436
H 6.043 -23.848 -5.425
H 4.945 -24.373 -3.417
H 4.794 -25.921 -4.232
H 2.503 -24.863 -3.248
H 2.579 -25.568 -4.954
H 4.395 -22.066 -5.179
H 4.000 -22.755 -6.873
C 9.887 -20.049 -1.406
C 9.974 -19.641 -2.881
C 8.984 -20.505 -3.744
S 8.974 -22.007 -2.815
O 10.300 -22.617 -2.859
O 7.766 -22.794 -3.089
C 8.898 -21.192 -1.188
H 9.661 -19.181 -0.766
H 10.804 -20.398 -1.077
H 10.972 -19.734 -3.330
H 9.778 -18.499 -3.008
H 9.210 -20.813 -4.755
H 7.967 -20.187 -3.776
H 9.302 -21.883 -0.425
H 7.866 -20.913 -0.887
C 4.851 -17.880 -11.566
C 5.321 -16.678 -10.704
C 4.051 -16.265 -9.939
S 3.520 -17.833 -9.313
O 2.095 -17.999 -9.266
O 4.284 -18.038 -8.116
C 4.215 -18.807 -10.624
H 5.709 -18.311 -12.094
H 4.209 -17.420 -12.309
H 5.797 -15.853 -11.281
H 6.073 -17.035 -9.981
H 3.309 -15.898 -10.600
H 4.200 -15.670 -9.059
H 3.427 -19.305 -11.101
H 4.818 -19.600 -10.250
C 13.680 -23.695 -6.405
C 12.304 -23.320 -5.850
C 12.279 -21.797 -5.593
S 13.269 -21.116 -6.893
O 14.339 -20.270 -6.412
O 12.272 -20.542 -7.833
C 14.012 -22.641 -7.529
H 13.657 -24.705 -6.770
H 14.518 -23.682 -5.710
H 12.161 -23.870 -4.981
H 11.551 -23.547 -6.564
H 12.639 -21.452 -4.625
H 11.258 -21.430 -5.664
H 15.093 -22.455 -7.764
H 13.468 -22.956 -8.387
C 3.663 -17.372 -4.682
C 2.689 -17.862 -3.639
C 3.137 -19.179 -3.015
S 4.941 -19.205 -3.168
O 5.380 -20.333 -3.973
O 5.532 -18.989 -1.818
C 5.092 -17.671 -4.137
H 3.504 -16.279 -4.827
H 3.469 -17.782 -5.644
H 1.696 -17.906 -4.087
H 2.700 -17.112 -2.826
H 2.772 -20.160 -3.484
H 2.874 -19.081 -1.982
H 5.893 -17.780 -4.878
H 5.413 -16.981 -3.331
C 7.298 -19.498 -7.657
C 8.873 -19.674 -7.934
C 8.952 -21.043 -8.646
S 7.910 -22.122 -7.707
O 8.713 -22.733 -6.646
O 7.022 -22.947 -8.576
C 6.918 -20.841 -7.035
H 6.857 -19.461 -8.669
H 6.953 -18.581 -7.098
H 9.432 -19.564 -6.994
H 9.311 -18.890 -8.541
H 9.993 -21.450 -8.651
H 8.541 -20.966 -9.638
H 7.131 -20.865 -5.992
H 5.879 -21.165 -7.111
C 11.423 -19.705 -11.055
C 10.359 -19.696 -12.107
O 9.702 -20.701 -12.334
C 10.256 -18.499 -13.025
H 11.308 -20.503 -10.312
H 11.580 -18.719 -10.660
H 12.356 -19.980 -11.570
H 11.137 -18.551 -13.656
H 10.230 -17.460 -12.677
H 9.395 -18.660 -13.628
C 11.139 -24.048 -12.081
C 10.937 -24.081 -10.590
O 11.656 -23.468 -9.883
C 9.652 -24.721 -10.038
H 10.227 -23.839 -12.643
H 11.309 -25.082 -12.449
H 12.008 -23.460 -12.396
H 9.442 -24.718 -8.950
H 9.663 -25.783 -10.336
H 8.863 -24.166 -10.538
C 0.610 -21.065 -8.652
C 2.063 -20.630 -8.210
O 3.061 -20.863 -8.878
C 2.122 -20.041 -6.809
H 0.555 -22.009 -8.092
H 0.388 -21.239 -9.757
H -0.158 -20.379 -8.239
H 3.191 -19.938 -6.477
H 1.560 -20.581 -6.081
H 1.740 -19.015 -6.868
```

Output
HOMO energy = -0.3502 Ha
2S+1 = 1
SMILES = O=S1(=O)CCCC1.O=S1(=O)CCCC1.O=S1(=O)CCCC1.O=S1(=O)CCCC1.O=S1(=O)CCCC1.O=S1(=O)CCCC1.O=S1(=O)CCCC1.CC(C)=O.CC(C)=O.CC(C)=O
Kohn-Sham gap = 9.59 eV

Mulliken population analysis, charges in e, atoms 1 to 5: atom 1 (C): 1.22, atom 2 (C): 0.06, atom 3 (C): -0.02, atom 4 (S): 1.19, atom 5 (O): -0.70